(1)
The following is a DFT calculation (ωB97M-V/def2-TZVPD) of a gas-phase ion, C3H9N2S (charge -1) in a non-equilibrium geometry.

Its SMILES is NCNCC[S-]. The energy relative to the best compared isomer or geometry (same formula, charge and spin) is 1.3477 eV. As for the lowest unoccupied orbital energy: 3.90 eV. The calculation puts the highest occupied orbital energy at -2.4715 eV. As for the total charge: -1.

Last column: Löwdin charge in e.
Geometry (Å):
N1 -1.164 1.078 -2.257  -0.040
C1 -0.101 1.152 -1.081  -0.294
N2 -0.507 0.092 -0.158  -0.116
C2 0.419 -0.009 1.020  -0.355
C3 0.472 -1.397 1.644  -0.814
S1 1.987 -1.749 2.621  0.036
H1 -1.042 0.074 -2.389  0.020
H2 -2.122 1.035 -1.864  0.043
H3 0.870 1.111 -1.627  0.102
H4 -0.079 2.106 -0.521  0.102
H5 -0.411 -0.789 -0.635  0.073
H6 0.268 0.836 1.708  0.105
H7 1.406 0.017 0.524  0.073
H8 0.497 -2.129 0.827  0.019
H9 -0.495 -1.429 2.188  0.045

=====

(2)
The following is a DFT calculation (ωB97M-V/def2-TZVPD) of a molecular structure, C50H132N11O23 in a non-equilibrium geometry.

As for the lowest unoccupied orbital energy: -9.09 eV. The calculation puts the highest occupied orbital energy at -10.0240 eV. As for the total charge: +7.

Last column: Löwdin charge in e.
Geometry (Å):
C1 -7.998 -4.762 8.006  0.050
N1 -9.485 -5.168 7.785  -0.337
C2 -10.566 -4.137 7.944  0.000
C3 -9.529 -5.618 6.355  -0.005
C4 -9.762 -6.380 8.699  -0.088
C5 -9.526 -6.223 10.259  -0.193
O1 -10.230 -5.104 10.745  -0.061
H1 -7.596 -4.188 7.188  0.103
H2 -7.481 -5.699 8.093  0.100
H3 -7.866 -4.173 8.865  0.096
H4 -11.526 -4.630 7.909  0.104
H5 -10.626 -3.397 7.111  0.121
H6 -10.639 -3.612 8.886  0.099
H7 -10.515 -6.091 6.301  0.114
H8 -8.787 -6.374 6.195  0.100
H9 -9.366 -4.724 5.724  0.123
H10 -9.017 -7.089 8.355  0.119
H11 -10.755 -6.697 8.320  0.141
H12 -8.428 -6.082 10.345  0.128
H13 -9.951 -7.194 10.638  0.153
H14 -11.034 -5.474 11.188  0.134
C6 7.833 7.739 10.731  0.021
N2 7.384 7.905 9.301  -0.310
C7 7.773 6.703 8.345  0.038
C8 5.846 7.891 9.336  0.004
C9 7.918 9.204 8.588  -0.061
C10 8.008 10.353 9.605  -0.230
O2 9.241 10.328 10.276  -0.031
H15 7.910 6.654 10.877  0.121
H16 7.111 8.100 11.366  0.079
H17 8.766 8.193 10.970  0.099
H18 7.122 5.892 8.623  0.085
H19 8.831 6.400 8.768  0.154
H20 7.641 7.025 7.310  0.103
H21 5.543 7.666 8.301  0.108
H22 5.320 8.775 9.689  0.112
H23 5.543 7.121 10.009  0.096
H24 7.269 9.426 7.765  0.124
H25 8.942 8.997 8.297  0.135
H26 7.259 10.267 10.336  0.105
H27 8.008 11.310 8.980  0.163
H28 9.797 10.669 9.601  0.083
C11 1.933 2.896 -1.087  -0.053
N3 0.914 3.656 -0.351  -0.310
C12 0.816 3.017 1.046  0.016
C13 1.565 5.053 -0.270  0.011
C14 -0.463 3.666 -1.108  -0.067
C15 -1.318 4.871 -0.730  -0.251
O3 -1.535 4.689 0.636  -0.075
H29 1.603 1.892 -1.350  0.094
H30 2.787 2.769 -0.373  0.118
H31 2.244 3.458 -1.983  0.118
H32 0.245 3.669 1.709  0.098
H33 1.770 2.936 1.491  0.086
H34 0.347 2.053 1.023  0.103
H35 1.711 5.520 -1.260  0.125
H36 2.491 4.903 0.258  0.099
H37 1.027 5.729 0.394  0.091
H38 -0.961 2.681 -0.856  0.154
H39 -0.332 3.802 -2.201  0.145
H40 -2.182 4.791 -1.366  0.124
H41 -0.739 5.813 -0.934  0.125
H42 -1.415 5.584 1.063  0.131
C16 9.926 5.556 -8.781  -0.015
N4 9.220 4.360 -9.831  -0.255
C17 10.460 3.643 -10.451  0.023
C18 8.142 3.543 -9.117  -0.094
C19 8.776 5.466 -10.799  -0.102
C20 7.582 4.684 -11.244  -0.100
O4 6.341 4.622 -11.473  -0.171
H43 10.708 6.214 -9.142  0.096
H44 10.451 4.864 -8.206  -0.052
H45 9.175 6.139 -8.345  0.068
H46 11.136 4.418 -10.845  0.112
H47 10.062 3.001 -11.180  0.076
H48 10.872 2.988 -9.750  0.049
H49 7.385 4.259 -9.027  0.092
H50 8.466 2.839 -8.464  -0.021
H51 7.840 2.698 -9.636  0.086
H52 9.394 5.766 -11.563  0.113
H53 8.337 6.333 -10.307  0.137
H54 7.538 4.090 -14.092  0.044
H55 7.597 5.330 -14.821  0.061
H56 4.182 3.600 -11.248  -0.140
C21 4.544 -11.548 7.352  0.069
N5 4.919 -10.478 8.491  -0.309
C22 5.923 -11.086 9.457  0.024
C23 5.629 -9.343 7.868  -0.015
C24 3.552 -10.123 9.192  -0.062
C25 3.556 -8.902 10.082  -0.264
O5 3.366 -7.851 9.223  -0.029
H57 4.043 -10.947 6.605  0.102
H58 3.884 -12.356 7.761  0.125
H59 5.460 -11.997 7.070  0.084
H60 5.424 -11.895 9.855  0.080
H61 6.290 -10.421 10.231  0.117
H62 6.725 -11.506 8.877  0.111
H63 4.938 -8.661 7.451  0.089
H64 6.346 -9.648 7.090  0.127
H65 6.160 -8.862 8.654  0.097
H66 3.448 -11.018 9.768  0.123
H67 2.799 -10.015 8.427  0.135
H68 4.449 -8.884 10.697  0.120
H69 2.782 -9.023 10.919  0.161
H70 3.655 -6.990 9.519  0.115
C26 8.050 -10.848 -11.748  0.077
N6 8.219 -9.521 -10.908  -0.337
C27 9.384 -9.799 -9.989  0.014
C28 8.408 -8.326 -11.772  0.008
C29 6.980 -9.340 -10.048  -0.102
C30 5.669 -9.047 -10.782  -0.235
O6 5.211 -10.069 -11.593  -0.005
H71 7.815 -11.637 -11.034  0.115
H72 8.912 -11.027 -12.359  0.113
H73 7.179 -10.616 -12.304  0.072
H74 9.327 -9.174 -9.048  0.131
H75 10.326 -9.725 -10.470  0.103
H76 9.214 -10.810 -9.675  0.093
H77 8.411 -7.384 -11.203  0.127
H78 7.657 -8.323 -12.519  0.094
H79 9.353 -8.263 -12.278  0.110
H80 7.347 -8.532 -9.375  0.145
H81 6.870 -10.226 -9.459  0.131
H82 5.772 -8.110 -11.390  0.137
H83 5.032 -8.829 -9.935  0.130
H84 4.352 -10.327 -11.406  0.076
C31 -3.109 -11.080 -1.169  -0.022
C32 -4.444 -10.439 -1.415  -0.291
C33 -4.369 -9.043 -2.147  -0.148
O7 -3.451 -8.099 -1.515  -0.211
C34 -3.978 -7.335 -0.469  -0.119
N7 -5.248 -11.299 -2.421  0.186
H85 -6.264 -11.270 -2.284  0.171
H86 -5.138 -10.961 -3.450  0.206
H87 -4.982 -12.294 -2.424  0.171
H88 -2.526 -10.881 -2.054  0.099
H89 -3.134 -12.142 -0.966  0.096
H90 -2.711 -10.610 -0.304  0.090
H91 -5.165 -10.484 -0.558  0.165
H92 -5.353 -8.537 -2.246  0.137
H93 -3.885 -9.189 -3.170  0.154
H94 -4.218 -7.993 0.419  0.095
H95 -4.863 -6.796 -0.844  0.092
H96 -3.119 -6.661 -0.069  0.127
C35 0.764 11.190 3.365  -0.070
C36 -0.049 9.969 2.899  -0.273
O8 -0.306 9.064 2.281  0.101
N8 1.314 11.728 -0.525  0.049
H97 0.736 9.133 -0.923  0.068
H98 2.126 12.431 -0.608  0.087
C37 0.480 12.524 -0.056  -0.162
H99 1.350 10.731 4.185  0.088
H100 0.172 11.913 3.794  0.040
H101 1.333 11.738 2.615  0.054
H102 0.450 13.595 -0.001  0.077
H103 -0.427 12.134 0.202  0.024
H104 9.731 3.480 -7.637  -0.008
C38 -9.885 8.956 -7.121  0.034
C39 -9.862 9.396 -8.569  -0.341
O9 -10.460 10.275 -9.042  0.230
N9 -9.191 8.378 -9.630  0.080
H105 -9.199 7.434 -9.243  0.173
H106 -9.882 8.395 -10.385  0.183
C40 -7.904 8.725 -10.202  -0.004
H107 -9.092 8.280 -6.802  0.090
H108 -10.887 8.561 -6.990  0.108
H109 -9.838 9.874 -6.481  0.126
H110 -7.170 9.057 -9.485  0.114
H111 -7.950 9.487 -10.915  0.097
H112 -7.583 7.889 -10.789  0.109
C41 -9.988 -4.563 -5.868  0.015
C42 -8.593 -4.225 -5.127  -0.520
O10 -8.093 -5.026 -4.377  0.032
N10 -8.026 -3.031 -5.400  0.002
H113 -5.243 2.867 -7.823  0.131
H114 -8.444 -2.530 -6.107  0.090
C43 -6.575 -2.793 -5.206  -0.059
H115 -10.857 -4.591 -5.202  0.077
H116 -9.959 -5.602 -6.093  0.057
H117 -10.414 -4.059 -6.699  0.053
H118 -6.080 -3.768 -5.105  0.078
H119 -6.296 -2.054 -4.416  0.086
H120 -6.293 -2.559 -6.255  0.090
C44 -9.456 7.302 9.115  0.069
C45 -8.007 7.600 9.580  -0.311
O11 -7.499 7.939 10.560  0.252
N11 -7.050 7.440 8.249  0.071
H121 -7.203 8.306 7.732  0.171
H122 -6.072 7.449 8.571  0.175
C46 -7.239 6.283 7.304  -0.009
H123 -9.358 6.316 8.601  0.098
H124 -9.949 8.098 8.659  0.090
H125 -9.749 7.035 10.107  0.098
H126 -7.386 5.414 7.903  0.094
H127 -6.330 6.183 6.750  0.097
H128 -8.137 6.346 6.693  0.105
O12 -0.379 7.934 -3.235  0.083
C47 -0.278 8.788 -2.131  -0.634
O13 -1.164 9.354 -1.559  0.120
O14 0.949 8.604 -1.670  0.141
H129 -1.028 7.875 -3.939  0.119
O15 -5.014 2.249 -4.885  0.086
C48 -4.640 2.853 -6.071  -0.666
O16 -3.640 3.526 -6.259  0.107
O17 -5.531 2.664 -6.955  0.181
H130 -5.892 1.745 -4.967  0.158
O18 2.755 -2.259 -5.245  0.074
C49 2.432 -1.330 -4.017  -0.582
O19 2.240 -2.730 -4.054  0.077
O20 2.566 -0.265 -3.810  0.297
H131 3.603 -2.697 -5.308  0.109
O21 -2.963 -1.155 12.348  -0.147
C50 -1.884 -0.720 11.327  -0.677
O22 -2.252 -1.847 10.930  -0.121
O23 -1.353 0.260 11.023  0.110
H132 -2.905 -2.035 12.769  0.070

=====

Computed E, in the same sequence as the records: -17072.178 -117361.694 eV.